Below is 2 unconnected molecules or ions with the total composition H4N2O3, with properties calculated with wB97M-V/def2-TZVPD.

Energy above the lowest of the compared OMol25 structures with the same formula, charge and spin = 0.705 eV
HOMO energy (spin up / spin down) = -0.291 / -0.359 hartree
Total energy = -9177.9940 eV

Structure (ORCA input):
```
! RIJCOSX wB97M-V def2-TZVPD def2/J DEFGRID3
* xyz 0 3
O 0.89 1.19 -0.73
O -0.69 -0.49 0.69
O 0.93 0.02 -0.17
N -0.65 -0.46 1.95
N 0.41 1.17 -2.08
H -0.58 0.43 2.63
H -0.17 -1.35 2.37
H -0.65 1.42 -1.90
H 0.90 1.87 -2.60
*
```

---

Below is a molecular structure, C28H57CuF6NO13, with properties calculated with wB97M-V/def2-TZVPD.

HOMO energy (spin up / spin down) = -0.295 / -0.294 hartree
Total energy = -119001.2263 eV

Structure (ORCA input):
```
! RIJCOSX wB97M-V def2-TZVPD def2/J DEFGRID3
* xyz 0 2
Cu 0.51 -0.37 -0.65
F -1.69 3.03 -2.95
F 2.48 -4.58 -0.58
F 4.29 -4.76 0.28
F 2.62 -4.10 1.40
F -3.53 2.33 -3.76
F -1.64 1.72 -4.53
O 0.93 1.99 -0.87
O 0.10 -2.29 -1.97
O -2.58 -0.58 -3.36
O 1.77 -0.16 -2.69
O -4.93 2.56 0.78
O 0.52 0.43 1.41
O 2.06 2.43 3.14
O -1.43 0.27 -1.56
O -1.70 4.72 3.90
O -2.62 2.08 3.11
O 2.41 -1.61 -0.17
O 4.58 -2.14 -0.87
O -1.11 -2.23 0.27
N 1.58 -6.71 3.21
C -1.69 -3.15 -0.70
C 1.22 0.18 2.66
C -0.20 1.67 1.32
C 3.16 -0.02 -2.94
C -4.30 1.35 1.35
C -1.33 3.53 4.62
C -5.54 2.31 -0.45
C -0.56 5.46 3.37
C 3.24 -3.95 0.28
C 5.90 -2.06 -0.35
C 3.05 3.39 2.97
C -2.34 2.40 4.44
C -2.41 0.64 -2.53
C -0.62 -3.50 -1.67
C 0.36 2.69 0.26
C -3.42 -1.92 -5.07
C 6.79 -1.50 -1.46
C 0.82 -6.02 2.67
C -3.78 -0.77 -4.10
C 2.40 1.12 2.72
C -3.87 1.43 2.84
C 1.61 2.95 -1.69
C 3.53 -2.45 0.07
C 1.11 -0.91 -3.65
C -2.30 1.94 -3.34
C 0.81 -2.33 -3.18
C -1.92 -1.89 1.33
C -0.06 -5.06 2.04
H -2.22 -3.99 -0.27
H 1.06 3.29 0.84
H 3.24 0.75 -3.71
H 3.17 3.59 1.90
H -0.54 3.25 -0.01
H -4.84 2.20 -1.28
H -2.04 1.47 4.92
H -6.19 1.44 -0.46
H -6.28 3.07 -0.71
H 6.06 -1.51 0.58
H 0.21 -0.34 -3.92
H 0.29 -4.03 1.93
H -3.36 1.08 0.86
H -0.05 2.29 2.20
H 6.54 -1.99 -2.40
H -4.95 0.48 1.37
H -0.33 3.17 4.36
H -0.82 6.13 2.55
H -1.02 -3.95 -2.58
H 3.75 0.38 -2.12
H 3.63 -0.98 -3.13
H 0.23 4.86 2.92
H -2.85 -1.53 0.89
H 0.66 0.32 3.59
H -1.32 3.68 5.70
H 2.85 1.18 1.73
H 6.59 -0.44 -1.60
H 1.81 -2.77 -3.13
H 0.28 -2.81 -4.01
H -4.18 -2.09 -5.84
H -1.03 -5.00 2.54
H -4.01 0.11 -4.69
H 7.81 -1.83 -1.23
H 2.65 4.31 3.39
H 1.03 3.83 -1.95
H -3.48 -2.87 -4.54
H 1.64 -0.85 -4.60
H 6.42 -2.95 -0.01
H -2.44 -1.74 -5.51
H 3.13 0.60 3.33
H -1.24 1.72 1.01
H -2.38 -2.54 -1.30
H 3.96 3.15 3.51
H 2.63 3.10 -1.34
H 1.76 2.51 -2.68
H 1.63 -0.83 2.61
H -0.05 -4.30 -1.20
H -3.71 0.41 3.20
H -2.23 -2.81 1.83
H -4.61 1.96 3.44
H -1.44 -1.14 1.95
H -3.22 2.77 4.98
H -0.24 -5.42 1.03
H -0.08 6.12 4.09
H -3.35 0.77 -1.98
H -4.64 -0.87 -3.44
H 3.80 -1.98 1.01
*
```

---

Below is 2 unconnected molecules or ions with the total composition C5H12NO2, with properties calculated with wB97M-V/def2-TZVPD.

Energy above the lowest of the compared OMol25 structures with the same formula, charge and spin = 1.264 eV
HOMO energy = -0.512 hartree
Total energy = -10957.3551 eV

Structure (ORCA input):
```
! RIJCOSX wB97M-V def2-TZVPD def2/J DEFGRID3
* xyz 1 1
O -2.09 -0.85 -0.04
O -1.76 1.93 0.50
N 0.79 1.43 0.45
C 1.03 -0.59 1.67
C 0.95 -0.01 0.49
C -1.32 -1.56 -0.63
C -0.24 -0.94 -1.53
C 1.15 -0.80 -0.80
H -0.23 1.70 0.27
H -0.09 -1.65 -2.35
H -0.47 0.09 -1.76
H 1.84 -0.22 -1.42
H 1.11 -1.62 1.98
H 0.95 1.82 1.38
H -2.21 1.06 0.37
H 1.04 0.03 2.57
H 1.72 -1.68 -0.52
H -2.31 2.60 0.13
H 1.41 1.93 -0.18
H -1.27 -2.65 -0.59
*
```

---

Below is 2 unconnected molecules or ions with the total composition C4H10N2, with properties calculated with wB97M-V/def2-TZVPD.

Energy above the lowest of the compared OMol25 structures with the same formula, charge and spin = 1.758 eV
HOMO energy = -0.336 hartree
Total energy = -7288.8615 eV
Structure (SMILES) = [H]/N=C/N.C=CC

Structure (ORCA input):
```
! RIJCOSX wB97M-V def2-TZVPD def2/J DEFGRID3
* xyz 0 1
N 2.09 1.30 0.37
N 0.96 2.97 1.45
C -0.69 -1.50 -1.14
C -1.89 -0.66 -0.86
C 1.19 1.71 1.30
C -0.27 -2.44 -0.30
H 0.12 3.08 2.01
H -2.72 -1.03 -1.49
H -0.14 -1.26 -2.04
H 2.48 2.03 -0.21
H -0.39 -2.37 0.78
H 0.54 -3.10 -0.61
H 1.91 0.39 -0.03
H -1.66 0.36 -1.32
H 0.63 1.02 1.92
H -2.16 -0.49 0.17
*
```

---

- Among the records above, which one has the highest total energy?
  C4H10N2